No. 1
DFT (ωB97M-V with the def2-TZVPD basis set) results for a structure of composition C21H12F3FeN5O4S.

Values from the calculation:
Highest occupied orbital energy (spin up / spin down) ... -4.5 / -4.6 eV
2S+1 ... 2
Net charge ... -1

Last column: Löwdin charge in e.
Positions of all 47 atoms, in Å:
C 2.34268 -3.45386 0.90832  -0.027
H 1.33158 -3.59223 -2.81041  0.095
C 3.23022 1.96232 0.61551  -0.907
C -0.23335 -1.45141 -2.59937  -0.456
C 2.66001 -4.55004 0.14266  -0.112
C 0.89347 0.25731 4.35501  0.010
C 1.17235 -1.25342 2.40409  -0.453
C 1.60435 -3.55790 -1.76961  -0.029
H 2.55404 -5.46399 -1.79705  0.089
Fe 0.24084 0.41295 -0.11454  0.696
C -2.51544 0.39142 0.18546  -0.607
C 0.24476 2.52442 4.04376  -0.052
F -4.61314 0.68910 -1.00359  0.127
H -2.90614 1.29582 -5.24144  0.105
H 1.18473 -0.59090 4.95545  0.116
S 2.22687 1.93400 -0.68317  0.615
C -0.81063 -0.11730 -2.99681  -0.172
H -2.06188 -0.95913 -4.51062  0.117
N 1.24809 -1.26642 1.06160  0.109
C 0.83167 0.09669 2.97275  -0.167
H 3.19380 -5.37814 0.58580  0.090
N 0.48840 1.09152 2.15777  0.080
O -1.92482 -0.67223 0.38347  0.042
H 0.64189 1.64218 5.96553  0.105
O -2.00742 1.50148 -0.02438  -0.012
O -0.50834 -2.44867 -3.26382  0.033
H -0.05819 3.05729 1.98338  0.116
F -4.62861 1.20386 1.08652  0.127
C -4.08899 0.34960 0.19273  -0.528
N 0.53749 -1.37560 -1.49924  0.097
H -2.03360 3.31739 -4.06839  0.101
C -1.73344 -0.04331 -4.03810  0.010
H 2.65512 -3.40670 1.93754  0.096
C 0.60012 1.49123 4.89703  -0.054
C -2.19449 1.20045 -4.43070  -0.054
C 0.20442 2.27379 2.68080  -0.117
N 3.98236 2.04237 1.49156  0.045
N -0.38020 0.96747 -2.35416  0.056
F -4.58156 -0.86027 0.49047  0.138
C 2.29147 -4.60337 -1.20032  -0.112
C -1.71854 2.32715 -3.77412  -0.052
C -0.81862 2.15727 -2.73359  -0.135
H 0.00976 3.50399 4.42930  0.100
C 1.24106 -2.43320 -1.01329  -0.203
C 1.62272 -2.37574 0.36790  -0.201
H -0.43556 2.99861 -2.17430  0.105
O 1.31606 -2.19655 3.17967  0.033

Atoms 1-3, force components in eV/Å:
-0.001 0.619 0.220
-0.064 -0.028 -0.010
0.533 -0.028 0.907

=====

No. 2
DFT (ωB97M-V with the def2-TZVPD basis set) results for a structure of composition C21H13Br2N3O3Pt.

Values from the calculation:
Highest occupied orbital energy ... -7.4 eV

Last column: Löwdin charge in e.
Positions of all 43 atoms, in Å:
C 0.76047 4.11019 -4.45890  -0.690
C 0.09037 4.13651 -3.24678  -0.105
H -3.41053 -1.39145 1.60797  0.117
C -2.36159 -1.03611 -0.23953  -0.085
C -0.02912 -4.30797 3.27471  -0.695
C 1.38346 1.82660 -4.10407  0.010
C 0.69944 -3.54407 2.37163  -0.103
H 1.86750 0.91122 -4.41750  0.135
C 0.73954 0.67154 1.99973  -0.228
Pt -1.08526 -0.53423 -2.89929  1.055
C -1.53388 -0.43747 1.92584  0.003
H -0.47590 2.99429 -1.51633  0.131
C -0.54815 -3.74677 4.42850  -0.115
H -0.70959 -1.93495 5.58218  0.119
C 1.40485 2.96468 -4.89620  -0.101
H -1.65969 -0.37092 2.99676  0.119
C 0.37896 -1.61722 3.78112  -0.285
Br 0.78997 5.66254 -5.53550  0.750
C 0.70869 1.86544 -2.90438  -0.269
O 0.68896 0.65280 -2.16897  -0.134
O -2.34954 -1.44998 -4.06303  -0.472
H 1.10146 -3.99988 1.47734  0.108
H -0.41141 5.03688 -2.92096  0.107
H 1.48565 -1.60869 1.93538  0.119
C 0.90117 -2.19995 2.62645  -0.024
N 1.00183 0.60890 3.38307  0.076
N -1.32503 -0.51152 -0.85082  -0.072
C -0.36933 0.07783 1.30561  -0.097
N 0.56437 -0.24819 4.17765  0.084
H 2.37115 2.02944 -0.66604  0.138
C -0.34565 0.07537 -0.09712  -0.132
C -0.32656 -2.40184 4.68312  -0.022
H -1.11001 -4.35535 5.12340  0.104
H -3.11028 -1.48171 -0.87995  0.124
C 0.06028 2.99676 -2.45606  -0.004
C 1.64217 1.42358 1.28952  0.015
H 1.91964 2.95779 -5.84661  0.108
O -1.32020 -0.84907 -4.83264  -0.479
C 0.69373 0.74748 -0.79127  -0.215
Br -0.29563 -6.14088 2.93169  0.765
C 1.63534 1.45456 -0.11871  0.029
C -2.51248 -0.99050 1.15964  -0.011
H 2.40083 1.95433 1.84935  0.123

Atoms 1-3, force components in eV/Å:
-0.006 -0.016 0.023
0.005 -0.023 0.037
-0.005 0.015 -0.032

=====

No. 3
DFT (ωB97M-V with the def2-TZVPD basis set) results for a structure of composition C21H13Br3FeN3O.

Values from the calculation:
Energy relative to the best compared isomer or geometry (same formula, charge and spin) ... 0.000 eV
Highest occupied orbital energy (spin up / spin down) ... -14.2 / -14.9 eV
2S+1 ... 2
Net charge ... +2

Last column: Löwdin charge in e.
Positions of all 42 atoms, in Å:
C 1.75161 4.08334 1.80804  -0.007
C -0.71058 -0.99999 2.14404  -0.571
H 1.55552 4.46315 -0.31235  0.134
C 0.56725 -4.51340 -3.16370  -0.660
Br -4.49513 0.50992 2.78320  0.919
H -4.21064 1.93620 0.49604  0.097
H 0.91415 -1.18875 -3.67562  0.119
N 1.73322 2.44758 0.09721  0.061
O 2.05654 0.27338 0.42369  -0.030
C 1.97409 1.75533 2.38565  0.058
C -2.80951 0.16427 2.04672  -0.590
C -1.12006 0.52301 0.33410  -0.119
C 0.68871 -3.29307 -3.85602  -0.083
H 1.97192 3.35526 3.81495  0.134
H 1.46851 -1.68527 0.85046  0.096
C 1.88407 1.51571 1.04118  -0.318
N 0.95995 -0.96481 -1.10481  0.037
C -3.21654 1.71833 0.13031  0.019
C -2.74497 2.31824 -1.00590  0.004
Br 0.35214 -2.22157 3.10588  0.918
C 0.69884 -3.38419 -1.04518  0.033
C 1.89872 3.09215 2.76823  0.009
H -1.01979 2.53571 -2.27937  0.135
H 0.68247 -3.28965 -4.93696  0.121
C 0.83287 -2.13218 -1.72424  -0.231
N -0.65720 1.18859 -0.77061  0.031
H -2.27854 -1.17142 3.61419  0.110
H 1.70982 5.12617 2.08678  0.128
Br 0.39167 -6.09124 -4.10887  0.934
C 1.66861 3.72746 0.47203  -0.056
C -1.97472 -0.70099 2.69008  -0.137
H -3.34566 3.01246 -1.57464  0.130
C 1.03188 -0.83128 0.34412  -0.246
H 0.48054 -5.49022 -1.24473  0.122
C 0.57484 -4.54185 -1.75521  -0.078
C -0.27149 -0.43289 0.97137  -0.144
C -1.43980 2.03828 -1.41213  -0.056
Fe 1.22848 0.95427 -1.24880  0.863
H 2.11766 0.94896 3.09134  0.138
C 0.81548 -2.13284 -3.15483  0.020
C -2.40479 0.80897 0.83890  -0.152
H 0.68986 -3.43115 0.03550  0.108

Atoms 1-3, force components in eV/Å:
0.018 0.002 -0.014
-0.002 -0.011 -0.042
-0.002 0.001 0.001

=====

No. 4
DFT (ωB97M-V with the def2-TZVPD basis set) results for a structure of composition C21H13N6S3Zn.

Values from the calculation:
Highest occupied orbital energy ... -4.9 eV
Net charge ... -1

Last column: Löwdin charge in e.
Positions of all 44 atoms, in Å:
C -0.78293 4.06427 -0.31368  -0.011
N -6.58007 -3.91159 -2.58631  0.142
H 2.40033 2.89146 -2.20627  0.103
C -2.17993 -4.18832 -0.57702  -0.081
C -1.89293 4.88716 -0.25582  -0.078
C 2.55933 3.94990 -2.05916  -0.055
H -1.56857 -4.98748 -0.17917  0.107
S -0.17964 -2.60417 0.31604  0.542
N 3.67658 3.59184 0.10986  -0.020
H -3.90119 5.12333 0.46972  0.099
C -3.81812 -5.87587 -1.24422  -0.186
C -3.02950 4.48215 0.43799  -0.088
C -1.94554 2.41710 1.01236  -0.068
H -4.34549 -1.36279 -1.99269  0.106
H -1.87522 5.84509 -0.75939  0.102
H -3.92966 2.93470 1.62346  0.104
C 3.39224 5.79108 -0.75785  -0.048
C 3.18736 4.41561 -0.89956  -0.269
H 1.69641 4.46111 -3.93914  0.102
H 4.45606 3.96295 0.62191  0.122
H 3.87209 6.16434 0.14051  0.104
C 2.16632 4.84595 -3.04220  -0.099
Zn 0.13228 -0.35056 -0.18137  0.106
C 2.98629 6.67420 -1.74477  -0.110
C -5.52355 -3.72042 -2.17345  -0.188
H 0.11191 4.36151 -0.84643  0.097
N -4.13714 -6.97764 -1.32860  0.143
C -3.73058 -2.16120 -1.59820  -0.084
C -2.47641 -1.84096 -1.06821  -0.689
N 1.36991 2.45262 0.03706  0.048
N 3.66487 2.20296 0.15713  0.023
C -1.69989 -2.87460 -0.49204  -0.706
C 2.53395 1.59878 0.02274  -0.834
C -3.05015 3.25377 1.08016  -0.077
C -3.40235 -4.49655 -1.14721  -0.206
S -1.97002 -0.16785 -1.14218  0.584
H -1.94784 1.45111 1.49901  0.099
H 2.05451 6.90139 -3.67209  0.091
C -4.20682 -3.46070 -1.64210  -0.207
H 3.15307 7.73578 -1.60672  0.096
C 2.36804 6.21264 -2.89875  -0.122
N 0.28868 1.90376 0.24370  0.002
S 2.44721 -0.13087 -0.10285  0.555
C -0.82192 2.82591 0.31673  -0.251

Atoms 1-3, force components in eV/Å:
0.100 0.038 -0.080
0.004 0.013 -0.014
0.012 -0.011 -0.019

=====

No. 5
DFT (ωB97M-V with the def2-TZVPD basis set) results for a structure of composition C21H14AlCl3N6O7S.

Values from the calculation:
Energy relative to the best compared isomer or geometry (same formula, charge and spin) ... 0.000 eV
Highest occupied orbital energy ... -8.4 eV

Last column: Löwdin charge in e.
Positions of all 53 atoms, in Å:
C 3.59305 -2.01857 -1.94823  -0.291
H 6.63399 -0.45120 -5.18574  0.094
H 4.43900 -1.47117 -5.17293  0.113
C -1.08865 1.71878 2.27179  -0.524
Cl -1.31903 2.19372 0.62618  0.899
C 5.74678 -1.18447 -3.49308  -0.311
H -0.23667 0.54906 5.82215  0.110
O 2.59749 -2.38409 0.41586  -0.301
C 5.78275 1.97976 -0.35599  -0.503
C 0.20894 -1.00574 -2.03441  -0.388
C 4.79678 -1.70226 -1.33735  -0.064
C -0.39125 0.51046 2.42223  -0.400
N 0.07552 -1.71462 -3.15605  0.159
H 6.80059 -1.01254 -1.62382  0.117
O 1.49806 -3.55553 -1.45778  -0.261
N 3.32935 0.13773 1.58788  0.091
O 2.93976 2.99932 -1.85268  0.113
H -2.01908 3.42305 3.19249  0.114
C 2.42860 2.19942 -1.08919  -0.454
Cl -1.71511 2.96698 5.98453  0.683
C 3.45921 -1.94750 -3.32945  -0.055
C 5.86673 -1.28489 -2.10159  -0.019
C 4.59061 0.52041 1.36979  0.027
H -2.41404 0.96598 -2.02694  0.120
C -0.08394 0.12168 3.73030  -0.571
C 4.52912 -1.53575 -4.09497  -0.019
C -1.97612 -0.53344 -3.52511  -0.034
C -1.49262 2.49101 3.34101  -0.110
C 3.22704 1.46556 -0.06808  -0.090
C -1.01266 -1.47790 -3.87049  -0.087
H -2.84770 -0.35884 -4.13565  0.104
Cl 0.82845 -1.32870 3.96108  0.747
Al 0.58598 0.43553 -0.13183  -0.085
C -1.74412 0.18890 -2.37428  -0.065
O 1.16804 1.90064 -1.02585  0.029
H 5.42408 0.18788 1.96572  0.151
N 6.81858 -0.79492 -4.26082  0.114
H -1.11772 -2.06342 -4.77796  0.119
N 2.49606 0.68891 0.71842  0.110
C -0.48534 0.87221 4.82152  -0.121
H 7.58389 -0.34928 -3.78526  0.097
O 5.56274 2.81601 -1.35716  0.137
H 4.88618 -1.79434 -0.26398  0.106
H 4.60842 2.90754 -1.60513  0.069
N 1.22353 -1.06417 -1.15575  -0.025
O 6.89318 1.68720 0.01060  0.103
O -0.03005 -0.19119 1.36289  -0.051
N -0.67182 -0.04732 -1.62988  0.120
H 2.96977 -0.56658 2.21714  0.137
H 2.50806 -2.20886 -3.77707  0.102
C 4.58193 1.38177 0.28494  -0.035
C -1.19532 2.04452 4.61853  -0.676
S 2.18616 -2.40631 -0.96236  0.660

Atoms 1-3, force components in eV/Å:
-0.221 -0.098 0.129
-0.011 0.033 -0.025
-0.035 -0.028 0.009

=====

Number 1: F_max 0.0637 Eh/bohr, total energy -3343.8234 hartree. Number 2: F_max 0.0424 Eh/bohr, total energy -6465.1718 hartree. Number 3: F_max 0.0084 Eh/bohr, total energy -10032.7041 hartree. Number 4: F_max 0.0103 Eh/bohr, total energy -4110.5914 hartree. Number 5: F_max 0.0194 Eh/bohr, total energy -3685.3704 hartree.